# 1
Molecular formula: C42H49F12N2O33
Method: DFT, ωB97M-V/def2-TZVPD

Geometry (Å):
C1 -3.6892 -4.0098 3.3353
C2 -3.7076 -3.1843 2.0416
C3 -3.1322 -1.7983 2.2954
C4 -2.6639 -1.0148 1.0452
C5 -2.0387 -1.8543 0.0085
N1 -0.8174 -2.3920 0.1163
C6 -0.5148 -3.1033 -1.0030
C7 -1.5811 -2.9971 -1.8403
N2 -2.5157 -2.2126 -1.1829
C8 -3.8080 -1.8907 -1.8084
C9 -4.9243 -2.8098 -1.3540
F1 -4.0829 -0.5814 -1.5114
H1 -3.9324 -3.3682 4.1760
H2 -2.6802 -4.3718 3.5040
H3 -4.3799 -4.8398 3.2923
H4 -4.7332 -3.0998 1.6971
H5 -3.1335 -3.7317 1.2952
H6 -2.3204 -1.8446 3.0159
H7 -3.9095 -1.1945 2.7510
H8 -1.9059 -0.3082 1.3713
H9 -3.4729 -0.4272 0.6423
H10 -0.2124 -2.2980 0.9166
H11 0.4021 -3.6331 -1.1351
H12 -1.7314 -3.3910 -2.8234
H13 -3.6472 -1.9355 -2.8794
H14 -5.4537 -3.1956 -2.2128
H15 -4.5249 -3.6453 -0.7947
H16 -5.5920 -2.2700 -0.6938
C10 4.7237 -4.0524 -1.0982
C11 3.8410 -3.3654 -2.1158
O1 2.5871 -3.3103 -1.4282
C12 2.8499 -3.2957 -0.1007
O2 2.0290 -3.0028 0.7203
O3 4.1119 -3.6270 0.1420
F2 3.6603 -4.0770 -3.2526
H17 4.6604 -5.1383 -1.1761
H18 5.7581 -3.7315 -1.1384
H19 4.1501 -2.3525 -2.3721
C13 5.8177 0.9396 -3.0524
C14 7.2638 1.2700 -2.7580
O4 7.5795 0.3473 -1.7250
C15 6.7638 -0.7258 -1.8491
O5 6.9084 -1.7552 -1.2771
O6 5.7546 -0.4573 -2.7069
F3 7.3777 2.5279 -2.2705
H20 5.1595 1.5054 -2.3939
H21 5.5310 1.0956 -4.0881
H22 7.9596 1.1314 -3.5859
C16 6.4877 4.2507 0.4543
C17 7.3499 4.0176 1.6761
O7 6.5936 4.6359 2.7026
C18 5.2811 4.6083 2.3358
O8 4.3679 4.8121 3.0575
O9 5.1734 4.2860 1.0229
F4 8.5576 4.6181 1.5774
H23 6.7164 5.2121 -0.0069
H24 6.5584 3.4641 -0.2880
H25 7.5013 2.9673 1.9316
C19 2.6466 0.1890 1.2291
C20 1.4283 1.0794 1.1273
O10 1.8856 2.1398 0.3088
C21 2.8833 1.6587 -0.4751
O11 3.3192 2.2084 -1.4293
O12 3.2987 0.4514 -0.0240
F5 1.0366 1.5661 2.3250
H26 3.2938 0.4932 2.0521
H27 2.4005 -0.8633 1.3229
H28 0.5657 0.6140 0.6428
C22 -7.1483 -6.3852 -3.8433
C23 -7.1528 -7.7490 -3.1848
O13 -6.2439 -7.5638 -2.1074
C24 -6.2477 -6.2518 -1.7717
O14 -5.7868 -5.8081 -0.7732
O15 -6.8595 -5.5207 -2.7328
F6 -6.6862 -8.7151 -4.0023
H29 -6.3464 -6.3132 -4.5786
H30 -8.0945 -6.1155 -4.3020
H31 -8.1187 -8.0581 -2.7837
C25 -3.8922 2.6526 0.4964
C26 -3.3812 4.0724 0.5501
O16 -3.0981 4.2451 1.9340
C27 -2.8172 3.0299 2.4558
O17 -2.3094 2.8367 3.5089
O18 -3.1816 2.0466 1.5911
F7 -4.3179 4.9715 0.1691
H32 -4.9645 2.6100 0.6907
H33 -3.6644 2.1521 -0.4412
H34 -2.4730 4.2383 -0.0239
C28 0.4143 3.8556 4.8473
C29 0.9297 5.2738 4.9669
O19 1.1918 5.3799 6.3580
C30 1.4763 4.1299 6.8234
O20 1.9823 3.9025 7.8695
O21 1.1146 3.2000 5.9165
F8 -0.0038 6.1903 4.6163
H35 -0.6571 3.8069 5.0238
H36 0.6471 3.3860 3.8988
H37 1.8485 5.4786 4.4145
C31 0.1771 -6.2788 -2.9513
C32 1.4768 -6.5008 -3.6930
O22 1.1240 -7.5140 -4.6167
C33 -0.2106 -7.4048 -4.8711
O23 -0.7805 -7.9055 -5.7746
O24 -0.7986 -6.6005 -3.9421
F9 2.4525 -6.9508 -2.8671
H38 0.0856 -6.9673 -2.1097
H39 0.0514 -5.2566 -2.6084
H40 1.8479 -5.6340 -4.2376
C34 -3.3760 6.5095 -3.4875
C35 -1.8886 6.7137 -3.6879
O25 -1.3325 5.7177 -2.8355
C36 -2.2395 4.7220 -2.7120
O26 -2.0086 3.6518 -2.2450
O27 -3.4399 5.1078 -3.1789
F10 -1.4725 7.9302 -3.2826
H41 -3.7392 7.0844 -2.6354
H42 -3.9725 6.7348 -4.3658
H43 -1.5386 6.5408 -4.7064
C37 1.7325 7.0846 9.4247
C38 2.9618 6.7487 10.2366
O28 2.7702 7.5199 11.4099
C39 1.4282 7.7037 11.5779
O29 0.9189 8.0971 12.5687
O30 0.7671 7.3570 10.4471
F11 4.1080 7.1381 9.6258
H44 1.8895 7.9809 8.8228
H45 1.4098 6.2687 8.7875
H46 3.0493 5.6961 10.5083
C40 -0.9886 -2.4451 -7.3099
C41 -1.1377 -3.3548 -6.1082
O31 -1.8197 -2.5214 -5.1829
C42 -2.5335 -1.5946 -5.8987
O32 -3.3848 -0.9216 -5.4311
O33 -2.1375 -1.5971 -7.1835
F12 0.0667 -3.6990 -5.5764
H47 -0.0844 -1.8403 -7.2336
H48 -1.0007 -2.9709 -8.2595
H49 -1.7211 -4.2591 -6.2839

## Properties
* frontier orbital gap: 9.7 eV
* total charge: +1
* E_HOMO: -0.4347 Eh

=====

# 2
Molecular formula: C45H44P2PdSSb
Method: DFT, ωB97M-V/def2-TZVPD

Geometry (Å):
Pd1 -0.0251 -1.2031 -1.0445
C1 -2.6244 -1.2164 0.1780
C2 -1.4746 -0.2866 0.5737
P1 -0.1763 -1.3130 1.3283
C3 1.4042 -0.5277 0.9155
C4 2.4224 -0.3401 1.8627
C5 3.6757 0.1597 1.4926
C6 3.9412 0.4653 0.1617
C7 2.9544 0.2694 -0.7986
C8 1.7015 -0.2273 -0.4248
C9 -0.4017 -1.0649 3.1052
C10 -0.4918 -2.1985 3.9280
C11 -0.6528 -2.0717 5.3095
C12 -0.7292 -0.8078 5.8878
C13 -0.6434 0.3278 5.0854
C14 -0.4797 0.2001 3.7031
P2 -1.9348 -2.5911 -0.8576
C15 -1.7662 -4.0042 0.3022
C16 -2.7575 -4.3708 1.2231
C17 -2.5639 -5.4539 2.0855
C18 -1.3809 -6.1879 2.0351
C19 -0.3906 -5.8439 1.1192
C20 -0.5836 -4.7622 0.2571
C21 -3.3858 -3.1440 -1.8490
C22 -4.2895 -2.2263 -2.4048
C23 -5.3853 -2.6529 -3.1647
C24 -5.5839 -4.0092 -3.4062
C25 -4.6788 -4.9347 -2.9027
C26 -3.5861 -4.5057 -2.1424
H1 -3.3450 -0.6115 -0.3781
H2 -3.1525 -1.5888 1.0617
H3 -1.8467 0.5018 1.2350
H4 -1.1067 0.2224 -0.3245
H5 2.2714 -0.6082 2.9060
H6 4.4489 0.2876 2.2456
H7 4.9204 0.8358 -0.1285
H8 3.1627 0.4804 -1.8442
H9 0.9710 -0.4120 -1.2097
H10 -0.4312 -3.1972 3.4972
H11 -0.7148 -2.9618 5.9298
H12 -0.8519 -0.7081 6.9630
H13 -0.6976 1.3157 5.5352
H14 -0.3974 1.1023 3.1014
H15 -3.6963 -3.8259 1.2750
H16 -3.3407 -5.7243 2.7959
H17 -1.2313 -7.0287 2.7070
H18 0.5345 -6.4121 1.0746
H19 0.2071 -4.5062 -0.4462
H20 -4.1563 -1.1562 -2.2743
H21 -6.0774 -1.9227 -3.5744
H22 -6.4330 -4.3409 -3.9973
H23 -4.8132 -5.9952 -3.1020
H24 -2.8912 -5.2618 -1.7846
H25 1.6667 -1.2031 -1.0445
C27 0.6206 -3.1902 -1.0445
H26 0.8131 -3.5165 -0.0018
H27 1.5545 -3.2756 -1.6371
H28 -0.1631 -3.8337 -1.4946
S1 0.7065 1.0487 -1.0445
Sb1 1.2022 3.0232 -1.0708
C28 3.3425 3.0102 -0.9784
C29 4.0918 2.3569 -1.9641
C30 5.4887 2.3539 -1.8959
C31 6.1394 3.0037 -0.8425
C32 5.3929 3.6565 0.1434
C33 3.9961 3.6596 0.0759
C34 0.4262 3.7809 0.7885
C35 0.8613 3.1841 1.9791
C36 0.3874 3.6417 3.2123
C37 -0.5249 4.6991 3.2611
C38 -0.9624 5.2980 2.0764
C39 -0.4883 4.8403 0.8425
C40 0.5189 3.7337 -2.9870
C41 0.9860 3.1002 -4.1463
C42 0.5651 3.5343 -5.4071
C43 -0.3258 4.6051 -5.5159
C44 -0.7957 5.2407 -4.3635
C45 -0.3749 4.8062 -3.1022
H29 3.5963 1.8501 -2.7795
H30 6.0664 1.8478 -2.6586
H31 7.2204 3.0013 -0.7901
H32 5.8962 4.1596 0.9588
H33 3.4245 4.1677 0.8409
H34 1.5682 2.3651 1.9481
H35 0.7272 3.1772 4.1289
H36 -0.8922 5.0541 4.2153
H37 -1.6688 6.1172 2.1141
H38 -0.8357 5.3143 -0.0577
H39 1.6726 2.2691 -4.0733
H40 0.9290 3.0405 -6.2988
H41 -0.6519 4.9418 -6.4915
H42 -1.4857 6.0704 -4.4472
H43 -0.7461 5.3092 -2.2276
H44 -1.3936 -0.2084 -1.0445

## Properties
* frontier orbital gap (spin up / spin down): 5.5 / 6.4 eV
* total charge: +1
* ⟨S²⟩: 6.067
* E_HOMO (spin up / spin down): -0.2818 / -0.3701 Eh
* spin multiplicity: 5

=====

# 3
Molecular formula: C3HFO2Rh
Method: DFT, ωB97M-V/def2-TZVPD

Geometry (Å):
C1 -0.4900 0.7273 0.1142
C2 -0.4774 -0.1668 -0.8811
O1 -0.1681 -1.3987 -0.3160
C3 0.1053 -1.3304 0.9795
O2 -0.0567 0.1767 1.2551
F1 -1.0530 1.9056 0.1947
H1 -0.7972 -0.1185 -1.9136
Rh1 2.9371 0.2048 0.5673

## Properties
* energy relative to the best compared isomer or geometry (same formula, charge and spin): 0.00 kJ/mol
* frontier orbital gap (spin up / spin down): 9.5 / 5.3 eV
* total charge: +1
* ⟨S²⟩: 6.005
* E_HOMO (spin up / spin down): -0.5183 / -0.5317 Eh
* spin multiplicity: 5

=====

# 4
Molecular formula: C54H45AsCl2IrNOP2
Method: DFT, ωB97M-V/def2-TZVPD

Geometry (Å):
Ir1 0.1497 -0.4475 -0.2758
C1 2.6858 -1.1831 2.7158
C2 1.3476 -1.9215 2.6759
P1 -0.0017 -0.8505 2.0861
C3 -1.5278 -1.7109 2.5436
C4 -1.6356 -3.0970 2.4521
C5 -2.8207 -3.7278 2.8051
C6 -3.9008 -2.9792 3.2525
C7 -3.7935 -1.5978 3.3589
C8 -2.6122 -0.9637 3.0081
C9 0.0390 0.5945 3.1597
C10 0.1425 0.3807 4.5377
C11 0.1711 1.4611 5.4016
C12 0.0889 2.7564 4.8989
C13 -0.0331 2.9691 3.5354
C14 -0.0576 1.8886 2.6627
C15 3.3230 -0.9839 1.3537
P2 2.5226 0.1217 0.1303
C16 2.5958 1.8134 0.7583
C17 3.4267 2.1678 1.8186
C18 3.4810 3.4877 2.2430
C19 2.7220 4.4574 1.6029
C20 1.8986 4.1105 0.5385
C21 1.8302 2.7916 0.1218
C22 3.7068 -0.0152 -1.2184
C23 3.6281 -1.1256 -2.0567
C24 4.5697 -1.3100 -3.0542
C25 5.5955 -0.3846 -3.2108
C26 5.6758 0.7197 -2.3756
C27 4.7301 0.9117 -1.3773
H1 3.3830 -1.7679 3.3175
H2 2.5672 -0.2253 3.2274
H3 1.0764 -2.2888 3.6671
H4 1.4077 -2.7944 2.0188
H5 -0.7969 -3.6995 2.1205
H6 -2.8927 -4.8064 2.7481
H7 -4.8205 -3.4737 3.5381
H8 -4.6253 -1.0144 3.7321
H9 -2.5221 0.1097 3.1272
H10 0.1816 -0.6247 4.9421
H11 0.2498 1.2958 6.4678
H12 0.1089 3.5984 5.5787
H13 -0.1173 3.9749 3.1445
H14 -0.1832 2.0548 1.6071
H15 3.4331 -1.9401 0.8324
H16 4.3381 -0.5911 1.4499
H17 4.0366 1.4279 2.3204
H18 4.1236 3.7587 3.0702
H19 2.7736 5.4871 1.9326
H20 1.3084 4.8662 0.0361
H21 1.1657 2.5217 -0.6929
H22 2.8216 -1.8433 -1.9389
H23 4.5053 -2.1686 -3.7104
H24 6.3335 -0.5262 -3.9898
H25 6.4746 1.4386 -2.5016
H26 4.7905 1.7846 -0.7383
Cl1 -3.7271 2.6231 0.4862
C28 -3.7627 0.9759 -0.0032
C29 -4.9952 0.3189 -0.1978
C30 -5.0573 -1.0096 -0.5093
Cl2 -6.5849 -1.7878 -0.6975
C31 -3.8681 -1.7637 -0.6594
C32 -3.7713 -3.1405 -0.9475
C33 -2.5381 -3.7320 -1.0352
C34 -1.3827 -2.9673 -0.8336
N1 -1.4524 -1.6828 -0.5622
C35 -2.6635 -1.0674 -0.4817
C36 -2.5847 0.2870 -0.1447
O1 -1.3690 0.8023 0.0741
H27 -5.9092 0.8853 -0.0759
H28 -4.6743 -3.7187 -1.0934
H29 -2.4340 -4.7837 -1.2602
H30 -0.3925 -3.4021 -0.9005
C37 3.6863 1.2318 -5.5011
C38 3.4173 1.9174 -4.3234
C39 2.3847 1.4996 -3.4998
C40 1.6183 0.3912 -3.8466
C41 1.8776 -0.2854 -5.0341
C42 2.9158 0.1353 -5.8559
As1 0.0680 -0.0156 -2.7622
C43 -1.0953 1.4065 -3.3795
C44 -1.3417 1.4403 -4.7525
C45 -2.1101 2.4553 -5.2954
C46 -2.6308 3.4480 -4.4733
C47 -2.3681 3.4276 -3.1134
C48 -1.5966 2.4111 -2.5610
C49 -0.6807 -1.6111 -3.5539
C50 -2.0095 -1.6503 -3.9597
C51 -2.5481 -2.8334 -4.4510
C52 -1.7678 -3.9786 -4.5267
C53 -0.4445 -3.9477 -4.1036
C54 0.0966 -2.7678 -3.6135
H31 4.4884 1.5628 -6.1485
H32 4.0061 2.7841 -4.0519
H33 2.1719 2.0553 -2.5927
H34 1.2677 -1.1209 -5.3423
H35 3.1095 -0.3880 -6.7836
H36 -0.9302 0.6788 -5.4048
H37 -2.2985 2.4756 -6.3608
H38 -3.2353 4.2387 -4.8979
H39 -2.7649 4.2026 -2.4702
H40 -1.3931 2.4165 -1.5031
H41 -2.6246 -0.7589 -3.9120
H42 -3.5784 -2.8552 -4.7839
H43 -2.1877 -4.8957 -4.9197
H44 0.1680 -4.8378 -4.1687
H45 1.1326 -2.7471 -3.2956

## Properties
* energy relative to the best compared isomer or geometry (same formula, charge and spin): 51.06 kJ/mol
* frontier orbital gap: 5.9 eV
* total charge: +2
* E_HOMO: -0.4714 Eh

=====

# 5
Molecular formula: C4H8N4
Method: DFT, ωB97M-V/def2-TZVPD

Geometry (Å):
C1 2.6044 -0.3901 0.3581
C2 1.4019 -0.9162 0.5675
C3 -1.3630 0.3120 0.9949
C4 -1.5064 0.1479 -1.2954
N1 2.5363 0.5378 -0.6326
N2 1.3238 0.7125 -0.9329
N3 0.6016 -0.1931 -0.2717
N4 -0.7880 -0.3797 -0.1610
H1 3.5760 -0.6838 0.8207
H2 1.2041 -1.5783 1.3993
H3 -0.6414 0.2288 1.7787
H4 -1.3738 1.3948 0.9019
H5 -2.2852 -0.1140 1.2327
H6 -1.4980 -0.4870 -2.2041
H7 -2.5225 0.1614 -1.0706
H8 -1.2697 1.2468 -1.4854

## Properties
* energy relative to the best compared isomer or geometry (same formula, charge and spin): 303.25 kJ/mol
* frontier orbital gap: 10.2 eV
* total charge: 0
* SMILES: CN(C)n1ccnn1
* E_HOMO: -0.3429 Eh

=====

# 6
Molecular formula: C27H43N5O4SScSi
Method: DFT, ωB97M-V/def2-TZVPD

Geometry (Å):
Sc1 -0.6063 0.2479 0.4465
C1 -1.1938 1.5394 3.4294
C2 0.1837 0.8891 3.3943
O1 0.1998 -0.2498 2.5377
C3 -0.1954 -1.5004 3.1192
C4 -1.7096 -1.6607 3.1221
O2 -2.1651 -0.9963 1.9566
C5 -3.5560 -1.1237 1.7156
C6 -3.7601 -0.6271 0.2966
O3 -2.9774 0.5484 0.0471
C7 -3.5001 1.7658 0.5688
C8 -3.0085 2.0503 1.9870
O4 -1.6594 1.6112 2.0842
H1 -1.1351 2.5415 3.8652
H2 -1.8934 0.9495 4.0283
H3 0.5061 0.6259 4.4030
H4 0.9069 1.5772 2.9547
H5 0.2113 -1.6005 4.1264
H6 0.2458 -2.2662 2.4797
H7 -2.1670 -1.2184 4.0158
H8 -1.9703 -2.7205 3.0771
H9 -4.1202 -0.5378 2.4505
H10 -3.8658 -2.1683 1.7855
H11 -4.8140 -0.4424 0.0792
H12 -3.3695 -1.3857 -0.3817
H13 -4.5913 1.7558 0.5474
H14 -3.1483 2.5502 -0.0999
H15 -3.6206 1.5295 2.7279
H16 -3.0699 3.1222 2.1981
C9 1.4031 -5.8636 -1.6265
C10 1.5837 -5.0110 -0.3748
N1 0.3108 -4.7129 0.2713
C11 -0.4657 -3.6454 -0.0675
S1 -2.1420 -3.7626 0.2195
N2 0.1520 -2.6575 -0.6668
N3 -0.2996 -1.4189 -0.9183
C12 -0.2730 -1.0943 -2.1876
C13 0.0116 -2.1659 -3.1877
C14 -0.4701 0.2984 -2.5745
C15 -0.1691 0.7489 -3.8591
C16 -0.3756 2.0743 -4.1924
C17 -0.8769 2.9318 -3.2290
C18 -1.1182 2.4225 -1.9680
N4 -0.9295 1.1465 -1.6270
H17 2.3690 -6.0982 -2.0746
H18 0.9074 -6.8045 -1.3829
H19 0.7892 -5.3430 -2.3628
H20 2.2119 -5.5361 0.3466
H21 2.0586 -4.0637 -0.6204
H22 -0.2322 -5.5197 0.5340
H23 -0.6778 -2.9945 -3.0228
H24 -0.0903 -1.8313 -4.2145
H25 1.0184 -2.5572 -3.0239
H26 0.2387 0.0702 -4.5910
H27 -0.1462 2.4297 -5.1877
H28 -1.0576 3.9755 -3.4382
H29 -1.4731 3.0851 -1.1900
C19 4.1498 1.5169 0.4704
Si1 2.7259 0.3747 -0.0248
C20 3.0753 -0.2895 -1.7743
C21 2.7192 -1.1615 1.0763
N5 1.2134 1.2188 0.2346
C22 1.1824 2.5668 -0.1414
C23 1.8056 3.0582 -1.3008
C24 1.7779 4.4008 -1.6315
C25 1.1231 5.3194 -0.8228
C26 0.5007 4.8631 0.3288
C27 0.5266 3.5169 0.6602
H30 5.0548 0.9416 0.6720
H31 3.9088 2.0963 1.3637
H32 4.3783 2.2245 -0.3277
H33 4.1450 -0.2354 -1.9849
H34 2.5565 0.2584 -2.5635
H35 2.7817 -1.3394 -1.8465
H36 3.6251 -1.7403 0.8852
H37 1.8706 -1.8090 0.8410
H38 2.6967 -0.9220 2.1397
H39 2.3237 2.3637 -1.9511
H40 2.2767 4.7365 -2.5325
H41 1.1014 6.3688 -1.0828
H42 0.0031 5.5682 0.9836
H43 0.0633 3.1950 1.5830

## Properties
* frontier orbital gap: 6.6 eV
* total charge: +1
* E_HOMO: -0.3596 Eh

=====

Sequential total energy output: -5420.6455 -3189.0077 -475.2206 -6157.5690 -376.1330 -3077.7109 hartree